{
  "formula": "C16H39IN2O3",
  "method": "ωB97M-V/def2-TZVPD",
  "lumo_energy_ev": 0.55,
  "total_energy_ha": -1265.95469,
  "homo_lumo_gap_ev": 7.65,
  "elements": ["O", "H", "H", "H", "I", "C", "C", "N", "C", "C", "C", "C", "H", "H", "H", "H", "H", "H", "H", "H", "H", "H", "H", "H", "H", "H", "H", "C", "C", "N", "C", "C", "C", "C", "H", "H", "H", "H", "H", "H", "H", "H", "H", "H", "H", "H", "H", "H", "H", "O", "C", "O", "C", "C", "C", "H", "H", "H", "H", "H", "H"],
  "xyz": [[0.2261, -0.7751, 0.3742], [-0.2361, 0.0587, 0.0090], [0.5217, -0.6452, 1.3176], [-0.3969, -1.6060, 0.3369], [-0.3757, -0.5048, 3.7112], [-3.1423, -1.2146, 0.8798], [-2.4930, -2.5601, 1.1088], [-1.3968, -2.8647, 0.1495], [-0.7244, -4.0854, 0.5937], [0.3013, -3.8524, 1.6929], [-1.8995, -2.9440, -1.2285], [-0.8169, -3.2504, -2.2537], [-2.4012, -0.4084, 0.8881], [-3.7520, -0.9596, 1.7508], [-3.7623, -1.1208, -0.0095], [-2.0738, -2.5882, 2.1119], [-3.2499, -3.3545, 1.0160], [-1.4174, -4.9150, 0.8115], [-0.1897, -4.5418, -0.2442], [-0.1446, -3.5018, 2.6230], [0.8303, -4.7828, 1.9146], [1.0784, -3.1488, 1.3924], [-2.4151, -2.0194, -1.4755], [-2.6306, -3.7712, -1.2630], [-0.4820, -4.2851, -2.2100], [0.0646, -2.6264, -2.0693], [-1.1353, -3.0896, -3.2832], [1.4504, 0.5218, -2.2734], [0.0337, 1.0843, -2.3932], [-0.6495, 1.3084, -1.1175], [-2.0929, 1.5541, -1.3438], [-2.4946, 2.8809, -1.9671], [-0.0081, 2.3773, -0.3343], [-0.6026, 2.5393, 1.0715], [2.1486, 1.2050, -1.7894], [1.8166, 0.3301, -3.2807], [1.4460, -0.3882, -1.6791], [0.0832, 2.0226, -2.9653], [-0.5071, 0.3460, -2.9880], [-2.4354, 0.6635, -1.8767], [-2.6055, 1.4450, -0.3814], [-2.1758, 3.7242, -1.3589], [-1.9989, 3.0440, -2.9279], [-3.5682, 2.8379, -2.1320], [-0.1686, 3.3232, -0.8795], [1.0758, 2.2676, -0.3080], [0.1321, 2.9833, 1.7397], [-0.9697, 1.6088, 1.5047], [-1.4242, 3.2573, 1.0169], [2.9503, -0.0550, 0.9117], [3.3744, 1.0480, 1.0851], [4.2712, 1.6104, 0.2436], [4.5953, 2.9509, 0.6282], [3.9937, 3.1699, 2.0386], [3.0661, 1.9794, 2.2343], [4.1333, 3.6093, -0.1055], [5.6729, 3.0884, 0.6414], [3.4562, 4.1219, 2.0129], [4.7284, 3.3037, 2.8271], [1.9990, 2.1393, 2.3634], [3.3873, 1.4547, 3.1373]],
  "forces_ev_per_a": [[0.3824, 0.1579, 0.1710], [0.0054, -0.0973, -0.5143], [-0.2337, 0.0734, 0.2635], [-0.5264, -0.5084, -0.1936], [0.1357, 0.0930, -0.2416], [0.0929, 0.7313, 0.5957], [-0.1831, -0.2043, -0.5868], [0.0500, 0.6056, 0.5054], [0.8577, -0.9627, -0.6905], [-0.0899, -0.2949, 0.3089], [-0.1298, -0.9755, -0.0546], [0.5294, 0.1847, 0.0608], [0.0755, -0.1726, -0.1686], [-0.1491, -0.2217, -0.1043], [0.0081, -0.1879, -0.0742], [0.0387, 0.0450, 0.0084], [0.0615, -0.0015, 0.1191], [-0.3522, 0.4934, 0.4886], [0.1372, 0.4809, -0.0981], [0.0692, 0.1171, -0.0346], [-0.1669, -0.0623, -0.0316], [-0.1462, 0.1360, -0.0710], [0.0189, 0.0713, 0.0594], [-0.1851, 0.2832, -0.0877], [-0.0488, -0.0158, 0.0591], [-0.0557, 0.0105, -0.1014], [-0.2368, 0.1735, 0.0929], [-0.1497, 0.2911, 0.2784], [0.7436, 0.0276, -0.2153], [0.1231, -0.2884, 0.4215], [0.1491, -0.6163, 0.9831], [0.5908, -0.4312, -0.5860], [-0.4597, 0.8715, -0.2319], [-0.0764, 0.3796, -0.5416], [0.0069, 0.0348, -0.0680], [0.0933, -0.1333, 0.0342], [0.1260, -0.1370, -0.1458], [-0.1324, -0.0699, -0.0662], [-0.4318, 0.1809, 0.1207], [-0.1238, 0.3233, -0.4654], [0.1735, 0.2452, 0.0422], [-0.4668, 0.0324, 0.2636], [-0.1838, -0.1573, -0.0994], [-0.0554, 0.4144, 0.0821], [0.2378, -0.0142, 0.0970], [-0.0764, -0.5215, 0.0302], [0.0059, -0.1285, 0.0937], [0.1505, -0.0013, 0.1178], [-0.1521, -0.1855, 0.1444], [-0.1202, -0.1399, -0.2206], [-0.0875, 0.0554, 0.2482], [0.1928, -0.0588, -0.0724], [-0.1902, 0.0560, 0.6232], [-0.6970, 1.0463, -0.7026], [0.8579, -0.3947, 0.7196], [0.1431, 0.1125, -0.0382], [0.0523, -0.1641, -0.2778], [-0.1095, -0.1114, 0.0922], [0.1991, -0.4103, -0.0791], [0.0048, 0.1610, -0.2152], [-0.2966, -0.2202, -0.0462]],
  "lowdin_charge": [0.037, 0.084, -0.046, 0.077, -0.209, -0.100, -0.242, -0.220, -0.247, -0.085, -0.227, -0.078, 0.033, 0.085, 0.069, 0.057, 0.123, 0.127, 0.098, 0.022, 0.079, 0.071, 0.099, 0.127, 0.065, 0.074, 0.076, -0.069, -0.238, -0.217, -0.241, -0.069, -0.229, -0.074, 0.060, 0.081, 0.057, 0.117, 0.116, 0.111, 0.102, 0.066, 0.072, 0.081, 0.111, 0.099, 0.062, 0.005, 0.075, 0.108, -0.490, 0.018, -0.141, -0.137, -0.071, 0.119, 0.120, 0.109, 0.110, 0.094, 0.135]
}



{
  "formula": "C20H28N4O4",
  "method": "ωB97M-V/def2-TZVPD",
  "lumo_energy_ev": 0.69,
  "total_energy_ha": -1298.91672,
  "smiles": "C[C@@H]1ON=C(C(=O)NCC[C@H]2CCCN(C(=O)c3ccc(N)c(O)c3)C2)[C@H]1C",
  "homo_lumo_gap_ev": 8.80,
  "de_lowest_kj_mol": 173.8,
  "elements": ["C", "C", "O", "N", "C", "C", "O", "N", "C", "C", "C", "C", "C", "C", "N", "C", "O", "C", "C", "C", "C", "N", "C", "O", "C", "C", "C", "C", "H", "H", "H", "H", "H", "H", "H", "H", "H", "H", "H", "H", "H", "H", "H", "H", "H", "H", "H", "H", "H", "H", "H", "H", "H", "H", "H", "H"],
  "xyz": [[-5.4484, 6.2599, -0.2204], [-3.9635, 6.4838, -0.0291], [-3.3035, 6.3704, -1.3253], [-2.6900, 5.1403, -1.4009], [-2.6911, 4.5842, -0.2582], [-2.0818, 3.2362, -0.0497], [-2.0871, 2.7262, 1.0603], [-1.5511, 2.6606, -1.1451], [-0.9123, 1.3585, -1.0773], [0.5129, 1.4380, -0.5386], [1.2090, 0.0840, -0.4636], [2.6935, 0.2454, -0.1348], [3.3880, -1.1051, 0.0105], [2.6595, -1.9977, 1.0123], [1.2472, -2.1153, 0.6586], [0.7645, -3.1152, -0.1471], [-0.1743, -2.9364, -0.9089], [1.3848, -4.4715, -0.0242], [1.7465, -5.0292, 1.1945], [2.2251, -6.3289, 1.2517], [2.3894, -7.0858, 0.0975], [2.8211, -8.4161, 0.1451], [2.0007, -6.5204, -1.1223], [2.1485, -7.3162, -2.2306], [1.4967, -5.2380, -1.1803], [0.5684, -0.8270, 0.5843], [-3.2822, 5.4225, 0.8370], [-2.1987, 5.9625, 1.7691], [-5.9726, 6.3863, 0.7283], [-5.8536, 6.9689, -0.9411], [-5.6334, 5.2482, -0.5861], [-3.7568, 7.4945, 0.3245], [-1.5853, 3.1785, -2.0079], [-1.5271, 0.7218, -0.4420], [-0.9163, 0.9279, -2.0795], [1.0937, 2.1076, -1.1807], [0.4853, 1.8942, 0.4559], [1.1159, -0.4218, -1.4330], [3.1852, 0.8460, -0.9041], [2.7833, 0.8032, 0.8059], [3.4083, -1.6154, -0.9581], [4.4251, -0.9741, 0.3280], [3.1150, -2.9822, 1.0459], [2.7216, -1.5641, 2.0159], [1.6202, -4.4607, 2.1069], [2.4689, -6.7786, 2.2065], [3.6494, -8.5531, 0.7052], [2.9603, -8.8048, -0.7766], [1.8109, -6.8535, -3.0034], [1.1697, -4.8159, -2.1243], [0.6419, -0.3512, 1.5688], [-0.4789, -1.0152, 0.3687], [-4.0115, 4.8474, 1.4093], [-1.6850, 5.1421, 2.2680], [-1.4668, 6.5444, 1.2058], [-2.6394, 6.6098, 2.5285]],
  "forces_ev_per_a": [[0.0012, -0.0029, 0.0000], [0.0063, -0.0005, 0.0011], [0.0020, 0.0058, 0.0027], [-0.0024, -0.0024, 0.0021], [-0.0102, -0.0006, -0.0076], [0.0375, 0.0119, 0.0089], [-0.0126, -0.0056, -0.0013], [-0.0246, -0.0081, -0.0016], [0.0054, 0.0077, -0.0010], [-0.0012, -0.0037, 0.0001], [-0.0005, 0.0003, 0.0000], [-0.0017, 0.0002, 0.0016], [-0.0003, -0.0004, 0.0009], [-0.0070, -0.0001, 0.0030], [0.0080, -0.0006, -0.0182], [-0.0035, -0.0021, 0.0093], [-0.0021, 0.0019, -0.0027], [0.0007, 0.0032, -0.0012], [0.0006, -0.0037, -0.0003], [0.1169, 0.0419, -0.0039], [-0.2068, -0.0731, 0.0445], [0.1856, 0.0555, -0.1709], [0.0003, -0.0002, -0.0018], [0.0011, -0.0007, 0.0004], [0.0003, 0.0023, 0.0030], [0.0011, 0.0003, -0.0003], [-0.0073, -0.0042, -0.0008], [0.0014, 0.0000, -0.0053], [0.0000, 0.0002, -0.0002], [0.0004, 0.0001, -0.0003], [-0.0017, 0.0008, -0.0003], [-0.0029, 0.0000, -0.0012], [0.0071, 0.0010, 0.0008], [0.0010, -0.0015, -0.0011], [-0.0027, -0.0039, 0.0013], [0.0014, 0.0006, 0.0007], [0.0007, 0.0014, -0.0010], [0.0018, -0.0001, 0.0000], [-0.0003, -0.0001, -0.0002], [0.0017, 0.0005, -0.0013], [0.0008, 0.0009, -0.0001], [0.0002, 0.0001, -0.0011], [0.0026, 0.0029, 0.0022], [0.0015, -0.0008, 0.0001], [-0.0001, -0.0034, 0.0015], [-0.0001, 0.0004, 0.0001], [-0.0925, -0.0237, 0.1314], [-0.0048, -0.0004, -0.0010], [-0.0011, 0.0007, 0.0006], [0.0002, -0.0009, -0.0006], [-0.0027, -0.0009, 0.0000], [-0.0007, 0.0010, 0.0039], [0.0012, 0.0024, 0.0025], [0.0006, 0.0008, 0.0004], [0.0008, 0.0002, 0.0019], [-0.0005, -0.0006, 0.0003]],
  "lowdin_charge": [-0.033, -0.319, -0.078, 0.137, -0.180, -0.436, 0.072, 0.075, -0.165, -0.153, -0.314, -0.169, -0.164, -0.153, -0.039, -0.408, 0.068, -0.153, -0.050, -0.020, -0.260, 0.109, -0.252, 0.049, 0.044, -0.112, -0.253, -0.036, 0.086, 0.082, 0.090, 0.147, 0.131, 0.119, 0.131, 0.121, 0.122, 0.151, 0.116, 0.124, 0.120, 0.113, 0.107, 0.129, 0.118, 0.114, 0.092, 0.079, 0.109, 0.129, 0.141, 0.119, 0.152, 0.079, 0.093, 0.082]
}